(1)
Density functional theory data (wB97M-V/def2-TZVPD) for an isolated ion of composition C5H11NO and charge +1 at a distorted geometry.

```
18
C5H11NO, DFT wB97M-V/def2-TZVPD
C 0.90439 -0.62323 1.04497
N 0.28635 0.08475 0.01051
C 0.33529 1.54141 -0.04337
C 0.54600 2.06821 -1.46560
C -0.86301 -0.53054 -0.72360
C -1.89259 -1.12986 0.28116
O 0.89346 -1.81640 1.09611
H 1.34334 0.09486 1.75697
H -0.42001 2.01160 0.59782
H 1.25044 1.75235 0.53548
H 0.62772 3.14854 -1.39936
H 1.23664 1.38805 -1.94919
H -0.41038 2.08675 -2.01366
H -0.51462 -1.37672 -1.30800
H -1.28171 0.24882 -1.33585
H -2.75946 -1.29743 -0.36632
H -2.25840 -0.36469 0.95847
H -1.48901 -2.04323 0.69631
```

LUMO (alpha / beta): -3.8 / -8.6 eV
charge: +1
strongest force on any atom: 3.5 eV/Å
spin multiplicity: 2
HOMO (alpha / beta): -0.599 / -0.597 Ha
orbital gap (alpha / beta): 12.45 / 7.67 eV

Atomic partial charges in e from the Mulliken method, atoms 1 to 2: 0.087, 0.256

=====

(2)
Density functional theory data (wB97M-V/def2-TZVPD) for a 2-piece molecular cluster, C5H11NO2 overall at a distorted geometry.

```
19
C5H11NO2, DFT wB97M-V/def2-TZVPD
N -1.84028 1.49801 -0.34218
C -1.63907 0.12577 -0.07608
C -0.70850 -0.30219 0.77268
C -0.37290 -1.73167 1.06465
C 1.10061 -2.01418 0.75260
C 1.45888 -1.78558 -0.70651
O 2.53353 -1.33368 -1.01297
H -2.78235 1.77640 -0.59079
H -1.69854 2.01971 0.51678
H -2.33685 -0.53625 -0.56349
H -0.03253 0.44860 1.15047
H -0.51874 -1.86766 2.14341
H -1.03572 -2.47786 0.61777
H 1.67709 -1.26503 1.28211
H 1.51261 -2.94288 1.14471
H 0.72154 -2.07902 -1.47606
O 1.47665 4.06726 -1.23153
H 0.61737 4.47910 -1.34747
H 1.86721 3.92115 -2.09811
```

LUMO: 0.9 eV
charge: 0
SMILES: N/C=C/CCC=O.O
strongest force on any atom: 1.2 eV/Å
HOMO: -0.310 Ha
orbital gap: 9.36 eV

Atomic partial charges in e from the Mulliken method, atoms 1 to 2: -0.557, -0.080

=====

(3)
Density functional theory data (wB97M-V/def2-TZVPD) for C5H11NO2 in the gas phase at a distorted geometry.

```
19
C5H11NO2, DFT wB97M-V/def2-TZVPD
C -0.63696 -2.59444 1.68385
C -0.02194 -2.02913 0.37764
C 0.32702 -0.51626 0.44963
C 1.84942 -0.27618 0.47062
N -0.26106 0.12875 -0.71419
C -0.30808 1.48566 -0.76278
O 0.38169 2.24586 -0.13503
O -1.29259 1.89278 -1.63204
H 0.14817 -3.09109 2.25354
H -1.34578 -3.37922 1.44395
H -1.05743 -1.86762 2.35726
H 0.83179 -2.63464 0.10965
H -0.77215 -2.16568 -0.40771
H -0.13568 -0.12757 1.35381
H 2.22370 0.09213 -0.48131
H 2.36861 -1.21230 0.64005
H 2.10115 0.49305 1.18750
H -0.95970 -0.30064 -1.29452
H -1.01388 2.68491 -2.13007
```

LUMO: 0.8 eV
charge: 0
SMILES: CC[C@@H](C)NC(=O)O
strongest force on any atom: 1.4 eV/Å
HOMO: -0.364 Ha
orbital gap: 10.69 eV

Atomic partial charges in e from the Mulliken method, atoms 1 to 2: -1.150, -0.618

=====

(4)
Density functional theory data (wB97M-V/def2-TZVPD) for C5H11NO2 in the gas phase at a distorted geometry.

```
19
C5H11NO2, DFT wB97M-V/def2-TZVPD
C 0.31354 -0.83125 0.12824
C -0.92879 1.34981 -0.32398
C 0.25542 -2.17511 -0.47950
C 0.32481 -0.71343 1.58617
C 0.21496 0.37577 -0.76111
N -0.53233 2.17611 0.80051
O 0.04568 0.03380 -2.16066
O 1.47943 0.62585 -0.38456
H 0.87020 0.33631 -2.56839
H 0.32012 2.67290 0.55399
H -1.24668 2.85561 1.03607
H -1.84858 0.80772 -0.08062
H -1.11314 1.94711 -1.22517
H 1.36701 -0.62842 1.91208
H -0.34079 -2.21291 -1.39476
H -0.16028 -2.94065 0.17687
H 1.26933 -2.43077 -0.81327
H -0.09904 0.26832 1.88656
H -0.19087 -1.51676 2.11152
```

LUMO: 0.3 eV
charge: 0
strongest force on any atom: 2.2 eV/Å
HOMO: -0.316 Ha
orbital gap: 8.90 eV

Atomic partial charges in e from the Mulliken method, atoms 1 to 2: 0.485, -0.897

=====

(5)
Density functional theory data (wB97M-V/def2-TZVPD) for a 2-piece molecular cluster, C5H11NO2 overall at a distorted geometry.

```
19
C5H11NO2, DFT wB97M-V/def2-TZVPD
C -0.65601 -1.16166 1.38979
C 0.01318 -0.73218 0.31339
C -0.13679 -1.29377 -1.06688
O 1.08325 0.24290 0.52016
C 2.37951 -0.18762 0.08226
H -1.44836 -1.89435 1.29035
H -0.49445 -0.71463 2.36327
H 0.15779 -0.56757 -1.82852
H -1.18453 -1.54887 -1.25189
H 0.47593 -2.19170 -1.18965
H 2.70179 0.42260 -0.76494
H 3.09032 -0.06004 0.90159
H 2.53365 -1.21915 -0.24461
N -1.99409 1.95283 0.34090
C -0.92206 1.85329 -0.49264
O -1.03187 1.83966 -1.70965
H -2.90508 1.72998 -0.03934
H -1.87067 1.86404 1.33814
H 0.20851 1.66624 0.04826
```

LUMO: 0.8 eV
charge: 0
SMILES: C=C(C)OC.NC=O
strongest force on any atom: 3.9 eV/Å
HOMO: -0.332 Ha
orbital gap: 9.87 eV

Atomic partial charges in e from the Mulliken method, atoms 1 to 2: -0.989, 0.792

=====

(6)
Density functional theory data (wB97M-V/def2-TZVPD) for a 2-piece molecular cluster, C5H11NO2 overall at a distorted geometry.

```
19
C5H11NO2, DFT wB97M-V/def2-TZVPD
O 0.17797 2.29882 1.23638
C 0.48711 1.75470 2.30298
N 0.78641 0.44602 2.45706
C 0.84202 -0.33021 1.30619
C -1.72848 -1.20485 -1.23899
C -1.49666 -0.07790 -2.25173
O -0.59272 -1.53413 -0.60095
C 2.10638 -0.17300 0.48236
H 0.61519 2.43843 3.14892
H 1.96448 -0.68340 -0.47442
H 0.01694 0.15506 0.71251
H -2.51001 -0.77615 -0.53156
H -0.73454 -0.38729 -2.98173
H -2.35541 0.27648 -2.84416
H -1.04981 0.81808 -1.79373
H -2.21739 -2.05458 -1.75410
H 3.03185 -0.54341 0.94224
H 2.14041 0.90900 0.23548
H 0.51628 -1.33167 1.64723
```

LUMO: -4.3 eV
charge: 0
strongest force on any atom: 2.6 eV/Å
HOMO: -0.323 Ha
orbital gap: 4.51 eV

Atomic partial charges in e from the Mulliken method, atoms 1 to 2: -0.479, 0.133

=====

(7)
Density functional theory data (wB97M-V/def2-TZVPD) for C5H11NO2 in the gas phase at a distorted geometry.

```
19
C5H11NO2, DFT wB97M-V/def2-TZVPD
C 1.41751 0.49571 -1.53383
C 0.65075 1.16879 -0.22728
N 0.43472 0.20130 0.92108
C 0.91690 -1.15229 0.90749
C -1.08105 0.14680 1.24850
C -1.74354 -0.57646 0.16009
O -1.54364 -1.56425 -0.40795
O -2.39988 0.39150 -0.57870
H 1.47293 1.20843 -2.32534
H 0.91242 -0.41831 -1.72402
H 2.35919 0.16448 -1.14871
H -0.33539 1.69985 -0.46133
H 1.37460 1.99732 0.16346
H 1.06558 -1.41181 1.91999
H 1.95954 -1.22319 0.30911
H 0.36601 -1.77695 0.26477
H -1.55770 1.10424 1.54961
H -1.18480 -0.48209 2.19409
H -3.08416 0.02694 -1.23103
```

LUMO: 0.7 eV
charge: 0
SMILES: CCN(C)CC(=O)O
strongest force on any atom: 5.5 eV/Å
HOMO: -0.309 Ha
orbital gap: 9.16 eV

Atomic partial charges in e from the Mulliken method, atoms 1 to 2: -1.201, -0.235

=====

(8)
Density functional theory data (wB97M-V/def2-TZVPD) for C5H11NO2 in the gas phase.

```
19
C5H11NO2, DFT wB97M-V/def2-TZVPD
C -1.11443 -1.67586 0.51787
C -0.63362 0.59356 0.67006
C 1.72499 0.85820 -0.63613
C -1.45742 1.04570 -0.53408
N 0.83604 -1.47211 -0.43287
C 1.11279 -0.09546 0.39144
O 0.05297 -2.21001 0.51517
O 1.65906 -0.27161 1.48785
H 1.73211 -1.95888 -0.35542
H -1.74088 -1.96704 1.35206
H -1.53679 -1.32131 -0.41110
H -1.24227 0.27379 1.52322
H -0.08760 1.42475 1.11234
H 1.90968 1.81915 -0.15708
H 1.10756 0.99679 -1.52210
H 2.69229 0.45283 -0.94407
H -1.34612 2.11629 -0.71588
H -2.52590 0.85027 -0.40828
H -1.14245 0.54093 -1.45300
```

LUMO (alpha / beta): -0.6 / -0.6 eV
charge: 0
strongest force on any atom: 0.7 eV/Å
HOMO (alpha / beta): -0.299 / -0.299 Ha
orbital gap (alpha / beta): 7.56 / 7.56 eV

Atomic partial charges in e from the Mulliken method, atoms 1 to 2: -0.290, -0.990

=====

(9)
Density functional theory data (wB97M-V/def2-TZVPD) for a 2-piece molecular cluster, C5H11NO2 overall at a distorted geometry.

```
19
C5H11NO2, DFT wB97M-V/def2-TZVPD
C 1.62372 0.07505 0.12355
C 0.85213 -0.65252 -0.97352
C 0.55632 -2.10964 -0.65684
N -0.36089 0.13588 -1.43644
O -1.28771 -0.49634 -1.87528
H 2.61112 -0.36862 0.24030
H 1.11209 -0.04159 1.07805
H 1.73391 1.12786 -0.12179
H 1.45981 -0.58577 -1.89014
H -0.03567 -2.17038 0.24942
H 1.48530 -2.66419 -0.50123
H 0.01145 -2.57820 -1.47573
C -1.17622 2.08368 1.08613
C -1.66193 0.67045 1.01813
O -1.21605 -0.26840 1.62169
H -0.91638 2.39530 0.06687
H -1.98620 2.73121 1.43251
H -0.30838 2.17428 1.73693
H -2.49642 0.54195 0.27741
```

LUMO: 0.0 eV
charge: 0
SMILES: CC(C)N=O.CC=O
strongest force on any atom: 1.1 eV/Å
HOMO: -0.331 Ha
orbital gap: 9.03 eV

Atomic partial charges in e from the Mulliken method, atoms 1 to 2: -1.222, 0.401

=====

(10)
Density functional theory data (wB97M-V/def2-TZVPD) for a 2-piece molecular cluster, C5H11NO2 overall at a distorted geometry.

```
19
C5H11NO2, DFT wB97M-V/def2-TZVPD
C -0.83990 1.82410 0.77899
N 0.06895 0.78712 1.17646
C 0.66915 0.10913 0.07898
C 0.08168 -1.23733 -0.23947
C -1.42656 -1.28492 -0.30981
O 0.59962 -1.75116 -1.47683
C 2.11890 0.23267 0.08384
O 2.74665 0.94888 0.84735
H -0.44367 2.83893 0.87407
H -0.83553 1.48593 -0.34963
H -1.87891 1.82158 1.11779
H 0.85246 1.33679 1.54642
H -0.57120 1.50780 -1.30643
H 0.48695 -1.96225 0.48313
H -1.96151 -0.81244 0.51555
H -1.77184 -2.27358 -0.60695
H -1.67802 -0.65990 -1.18375
H 1.12519 -2.54398 -1.36084
H 2.65758 -0.36738 -0.66886
```

LUMO: -1.2 eV
charge: 0
strongest force on any atom: 2.3 eV/Å
HOMO: -0.298 Ha
orbital gap: 6.96 eV

Atomic partial charges in e from the Mulliken method, atoms 1 to 2: -0.474, -0.273

=====

(11)
Density functional theory data (wB97M-V/def2-TZVPD) for C5H11NO2 as an isolated structure at a distorted geometry.

```
19
C5H11NO2, DFT wB97M-V/def2-TZVPD
C 0.62300 -0.63009 -0.22445
C -0.15741 1.24945 -0.01536
C 1.96522 -0.88862 -0.76315
C 0.08758 1.44225 1.47829
C -0.40357 -0.18088 -1.16039
N -2.08118 -1.26278 0.39539
O -1.66178 -0.99906 -0.94104
O -0.21595 0.15269 -2.33180
H 0.31886 -1.09902 0.70618
H -2.97106 -0.78018 0.50800
H -2.26968 -2.26269 0.41511
H 0.51790 1.86242 -0.61091
H -1.15307 1.64129 -0.23823
H 1.97680 -0.79229 -1.85636
H 2.35045 -1.86840 -0.48703
H 2.64795 -0.10067 -0.42467
H 1.14254 1.32775 1.73116
H -0.51223 0.73566 2.05006
H -0.20435 2.45317 1.76920
```

LUMO: 0.3 eV
charge: 0
strongest force on any atom: 4.7 eV/Å
HOMO: -0.320 Ha
orbital gap: 9.03 eV

Atomic partial charges in e from the Mulliken method, atoms 1 to 2: -0.420, -0.755

=====

(12)
Density functional theory data (wB97M-V/def2-TZVPD) for C5H11NO2 in the gas phase at a distorted geometry.

```
19
C5H11NO2, DFT wB97M-V/def2-TZVPD
C -2.33271 0.40605 1.70881
C -1.43590 0.67066 0.53017
N -0.08049 0.07590 0.56899
C 0.70888 0.25814 -0.71041
C 0.31922 -0.70860 -1.83034
O -0.16557 -1.81889 -1.69686
C 2.18368 -0.01555 -0.36624
O 2.63874 -1.08930 -1.17165
H -1.94852 0.80349 2.63112
H -3.31277 0.94171 1.62730
H -2.51464 -0.62176 1.78701
H -1.16094 1.75739 0.47681
H -2.07374 0.46494 -0.36113
H -0.10389 -0.92373 0.90105
H 0.59111 1.38020 -0.86044
H 0.53292 -0.32796 -2.83115
H 2.32243 -0.16330 0.69806
H 2.89773 0.82170 -0.44037
H 2.93446 -1.91109 -0.66074
```

LUMO: 0.8 eV
charge: 0
SMILES: CCN[C@H](C=O)CO
strongest force on any atom: 3.1 eV/Å
HOMO: -0.327 Ha
orbital gap: 9.66 eV

Atomic partial charges in e from the Mulliken method, atoms 1 to 2: -1.344, -0.233

=====

Q: Which ΔE to the lowest compared entry with this formula, charge and spin values were calculated for the entries above? A: 41.4 46.0 5.6 73.9 59.1 178.1 68.4 155.6 80.5 148.8 129.9 59.6, in kcal per mole.